# 1
Molecular formula: C4H10N2OS
Method: DFT, wB97M-V/def2-TZVPD

Properties
ΔE to the lowest compared entry with this formula, charge and spin in kcal/mol: 85.6
Highest occupied orbital energy in eV: -9.10
Gap between HOMO and LUMO in eV: 9.6
SMILES string: [H]/N=C(/CCO)NSC
Maximum force in eV Å⁻¹: 5.35

Structure (XYZ):
```
18
Properties=species:S:1:pos:R:3:forces:R:3:nbo_charge:R:1
C -1.041856 2.188850 -0.657825 1.5 0.2 2.6 -0.79
C 1.227739 -1.059877 -0.479772 2.4 2.0 -1.1 0.42
C 0.184109 -1.670294 0.235134 -2.1 0.8 4.4 -0.52
C -0.443834 -0.601702 1.359732 0.2 1.2 -0.5 -0.05
H -1.609533 2.154500 0.414056 1.6 -0.4 -2.4 0.22
H 0.041635 2.660028 -0.525375 -2.5 -0.6 -0.1 0.24
H -1.691142 2.826068 -1.256212 0.4 -0.2 -0.5 0.24
H 1.729020 0.708249 -1.578283 -1.3 -1.4 0.7 0.41
H 3.145469 -0.862110 -0.775449 -1.8 -1.8 0.7 0.31
H 0.766762 -2.294725 0.907981 -0.8 -1.1 -0.4 0.26
H -0.603310 -2.083138 -0.346700 -0.6 -0.6 -0.2 0.24
H -0.243353 -0.888933 2.407127 1.2 0.0 -0.7 0.20
H 0.006519 0.520233 1.102763 -1.3 -2.9 0.9 0.16
H -2.284808 -0.123894 0.656109 1.4 -2.1 3.3 0.46
N 0.959469 0.140554 -1.123820 -0.2 1.9 -1.1 -0.79
N 2.392061 -1.552330 -0.347140 2.6 1.9 -1.1 -0.67
O -1.873177 -0.633901 1.535802 -1.0 2.5 -4.6 -0.72
S -0.661770 0.572421 -1.528127 0.1 0.7 0.0 0.38
```
Positions in Å, forces in eV/Å.

=====

# 2
Molecular formula: C15H52N14O15
Method: DFT, wB97M-V/def2-TZVPD

Properties
ΔE to the lowest compared entry with this formula, charge and spin in kcal/mol: 27.3
Highest occupied orbital energy in eV: -9.14
Gap between HOMO and LUMO in eV: 9.2
SMILES string: NC(N)=O.NC(N)=O.NC(N)=O.NC(N)=O.NC(N)=O.NC(N)=O.NC(N)=O.OCCO.OCCO.OCCO.OCCO
Maximum force in eV Å⁻¹: 3.05

Structure (XYZ):
```
96
Properties=species:S:1:pos:R:3:forces:R:3:lowdin_charge:R:1
C -20.704728 1.424485 9.545748 -0.2 -0.3 -0.6 -0.22
C -19.577554 2.120987 8.763171 -0.5 0.8 -0.1 -0.22
O -19.682104 2.093715 7.324843 -0.2 -0.2 0.4 -0.08
O -21.957615 2.170173 9.424746 1.1 -0.5 0.0 -0.07
H -20.381732 1.257054 10.568580 0.0 0.8 0.4 0.10
H -20.832773 0.382591 9.230359 -0.2 0.1 -0.6 0.09
H -18.598206 1.695942 8.964826 -0.2 -0.4 0.3 0.09
H -19.525987 3.159036 9.132481 -0.1 -0.1 -0.2 0.13
H -20.177316 2.849900 6.993489 -0.1 -0.1 0.3 0.08
H -22.586315 1.838045 10.076729 0.2 -0.1 0.0 0.07
C -21.003904 -4.343159 4.783079 -0.6 -0.6 -0.6 -0.22
C -21.057963 -5.452130 3.726725 1.0 -0.2 0.5 -0.21
O -20.251606 -4.881703 2.674579 -0.1 -1.1 -0.4 -0.09
O -21.431775 -3.164953 4.092081 0.0 0.4 0.9 -0.10
H -19.970713 -4.320796 5.168842 -0.3 0.5 -0.2 0.11
H -21.708514 -4.465171 5.609855 0.1 -0.2 -0.1 0.12
H -22.063703 -5.712934 3.393045 -0.1 0.4 -0.1 0.12
H -20.588161 -6.391968 4.052786 -0.1 0.3 0.2 0.12
H -19.656372 -5.575588 2.349211 -0.2 0.5 0.0 0.10
H -21.184224 -3.252420 3.169013 0.4 -0.1 -0.2 0.07
C -16.268455 0.935403 5.908348 0.4 1.2 -0.9 -0.19
C -17.197820 0.691822 4.702872 1.1 1.0 0.4 -0.24
O -16.469763 0.725316 3.484337 -0.3 -0.5 -0.5 -0.07
O -15.541241 2.217245 5.781333 -0.8 -0.6 0.3 -0.09
H -15.425243 0.237312 5.920936 -0.5 -0.3 0.1 0.13
H -16.878556 0.887354 6.804366 0.2 0.0 0.4 0.09
H -17.968815 1.484806 4.676744 0.2 -0.3 0.1 0.12
H -17.708029 -0.269543 4.833761 0.2 0.0 -0.2 0.09
H -15.558264 1.043372 3.554969 -0.5 0.1 0.6 0.09
H -15.994005 2.941239 6.242387 -0.1 -0.5 -0.3 0.08
C -20.269208 -2.117420 7.677117 1.5 -0.5 1.2 -0.15
C -18.897436 -1.911559 7.103602 0.2 -0.9 -0.4 -0.23
O -18.130857 -3.099481 7.318033 -0.4 0.0 -0.6 -0.07
O -20.045621 -2.397581 9.115383 -0.7 0.9 -1.4 -0.14
H -20.790856 -2.977472 7.260804 0.0 0.2 -0.3 0.11
H -20.800387 -1.183134 7.534893 -0.5 0.0 0.1 0.11
H -18.397776 -1.064444 7.572260 -0.1 0.2 0.0 0.11
H -19.021191 -1.735828 6.023932 0.2 0.1 0.1 0.11
H -17.276463 -2.927683 7.710193 0.3 0.2 0.4 0.06
H -20.892557 -2.052972 9.434184 -0.2 -0.2 0.8 0.00
C -16.546286 -4.460428 4.243107 1.7 0.5 2.5 -0.64
O -16.016727 -4.685270 3.184637 -0.4 -0.4 -1.3 0.02
N -17.315110 -3.310458 4.468441 0.2 -0.5 -0.1 0.15
N -16.172011 -5.266296 5.359497 -0.7 0.4 -1.0 0.14
H -17.224160 -2.636657 3.701950 0.0 -0.5 0.5 0.11
H -17.304940 -2.930154 5.413918 -0.1 -0.4 -0.4 0.05
H -16.387285 -5.099720 6.346414 0.1 0.1 -0.7 0.06
H -15.477205 -5.979390 5.107494 -0.7 0.7 0.4 0.10
C -16.608358 -4.848236 9.707966 -2.4 1.6 0.6 -0.60
O -15.866947 -4.745336 8.744187 0.1 -0.4 0.4 0.02
N -17.169995 -6.027955 10.185514 0.4 0.4 -0.4 0.15
N -17.103124 -3.675866 10.392289 1.3 -1.4 -0.8 0.15
H -17.962745 -5.963432 10.827893 0.5 0.0 -0.4 0.07
H -17.145791 -6.810202 9.535677 0.0 0.4 0.4 0.10
H -18.048859 -3.700235 10.740508 0.1 -0.3 0.0 0.03
H -16.814836 -2.804765 9.947963 0.0 -0.3 0.2 0.04
C -20.436219 -1.381091 13.459053 0.5 -0.7 0.2 -0.56
O -21.453892 -0.708106 13.741031 1.6 -1.0 -0.6 -0.02
N -19.472521 -1.659903 14.447190 -1.1 0.1 -0.4 0.14
N -20.163199 -1.842815 12.170642 -0.1 1.0 1.9 0.17
H -19.823608 -1.481443 15.389194 0.2 -0.1 -0.6 0.10
H -18.847622 -2.457454 14.356195 -0.3 0.4 -0.2 0.10
H -20.834412 -1.528558 11.509849 -0.8 -0.1 -0.7 0.03
H -19.499840 -2.534509 11.836610 -0.1 0.1 0.8 0.08
C -20.615445 -5.240526 11.595973 -1.1 -1.1 -0.3 -0.57
O -19.522585 -4.876816 11.959580 1.2 0.5 0.0 -0.02
N -21.329611 -6.159037 12.475920 0.0 1.8 -2.0 0.12
N -21.073796 -4.904686 10.266938 -0.4 -0.7 2.7 0.16
H -20.944875 -6.218294 13.431910 -0.4 0.4 -1.0 0.10
H -22.329485 -5.989567 12.390532 0.2 -0.5 0.5 0.08
H -22.083569 -4.756462 10.153985 0.7 -0.2 0.1 0.10
H -20.515479 -4.133864 9.884122 -0.2 -0.2 0.1 0.05
C -23.372748 -0.616614 6.111902 1.7 0.9 0.7 -0.56
O -23.521975 -1.547708 6.906165 -0.6 0.6 -0.8 -0.01
N -23.129170 -0.827928 4.740925 -0.1 0.7 1.4 0.15
N -23.314774 0.732959 6.638717 0.0 -1.5 -0.9 0.14
H -22.452477 -0.193592 4.309836 -0.5 -0.3 0.3 0.10
H -22.918185 -1.808403 4.534024 0.0 0.4 0.2 0.07
H -22.842900 1.446164 6.093874 -0.2 -0.3 -0.1 0.08
H -23.080239 0.809907 7.635961 -0.2 -0.3 -0.7 0.06
C -23.352108 -1.088553 10.616115 -0.9 0.2 -1.0 -0.53
O -22.318119 -1.726537 10.323250 -1.0 0.7 0.7 -0.05
N -24.359695 -0.937330 9.622597 0.7 0.7 2.4 0.16
N -23.556508 -0.519580 11.884600 -1.0 -0.3 -2.7 0.17
H -24.221785 -1.176586 8.632831 0.5 -0.1 0.4 0.06
H -25.157804 -0.348347 9.858878 0.4 -0.4 -0.2 0.10
H -22.907110 -0.715257 12.635651 0.4 0.1 0.2 0.04
H -24.391511 0.047370 12.045266 0.6 -0.6 0.0 0.11
C -16.843551 -0.217157 10.370724 1.1 0.6 1.8 -0.58
O -16.174990 -0.928498 9.641815 -0.9 0.1 -0.4 0.02
N -18.260785 -0.273098 10.501608 2.2 0.2 -0.8 0.15
N -16.164562 0.718940 11.235719 -2.5 -0.8 -0.9 0.13
H -18.714829 -0.265791 11.414507 0.5 -0.1 -0.4 0.08
H -18.639148 -0.903288 9.791033 -0.2 -0.1 0.7 0.06
H -15.162876 0.854351 11.138935 -0.5 -0.2 -0.4 0.10
H -16.754475 1.540223 11.324864 0.7 0.1 0.4 0.08
```
Positions in Å, forces in eV/Å.

=====

# 3
Molecular formula: C5H4O
Method: DFT, wB97M-V/def2-TZVPD

Properties
ΔE to the lowest compared entry with this formula, charge and spin in kcal/mol: 123.5
Highest occupied orbital energy in eV: -9.18
Gap between HOMO and LUMO in eV: 9.6
SMILES string: OC1=C=C1.C#C
Maximum force in eV Å⁻¹: 4.90

Structure (XYZ):
```
10
Properties=species:S:1:pos:R:3:forces:R:3:nbo_charge:R:1
C -1.400212 0.705957 0.968613 -1.4 -3.5 -0.2 -0.28
C -1.737652 -0.299479 0.020299 0.3 -0.3 2.3 -0.14
C -1.431798 -0.552758 1.453917 0.8 2.9 -3.9 0.31
C 2.554428 0.588080 -2.221391 0.3 -1.1 -0.4 -0.25
C 1.450412 0.295599 -1.844985 0.2 1.2 0.1 -0.23
O -0.949014 -1.232685 2.419190 0.0 -0.5 1.8 -0.60
H -1.395223 1.721129 1.084277 0.5 2.4 0.3 0.22
H 3.520476 0.495957 -2.674917 -0.1 0.4 0.2 0.23
H -1.072107 -2.166346 2.292119 -0.1 -0.9 -0.2 0.50
H 0.460689 0.444545 -1.497122 -0.4 -0.5 0.1 0.24
```
Positions in Å, forces in eV/Å.

=====

# 4
Molecular formula: C33H21Cl5InN9O4S3
Method: DFT, wB97M-V/def2-TZVPD

Properties
ΔE to the lowest compared entry with this formula, charge and spin in kcal/mol: 30.5
Highest occupied orbital energy in eV: -7.27
Gap between HOMO and LUMO in eV: 7.3
Maximum force in eV Å⁻¹: 0.55

Structure (XYZ):
```
76
Properties=species:S:1:pos:R:3:forces:R:3:lowdin_charge:R:1
In 0.507518 -0.185263 -0.212725 -0.4 -0.3 0.3 0.72
Cl -1.445246 2.144537 6.092039 0.0 0.0 0.0 0.66
C -0.503986 1.459195 4.807650 0.0 0.0 0.0 -0.69
C -1.121682 1.192306 3.593186 0.0 0.0 -0.1 -0.04
C -0.421794 0.614058 2.537083 -0.3 0.0 0.0 -0.23
N -1.050937 0.254582 1.332128 0.2 0.0 -0.4 -0.03
C -2.113809 1.050362 0.917876 0.1 0.1 0.1 -0.49
O -3.277596 0.730584 1.029384 0.0 0.0 0.2 0.09
C -1.755726 2.353997 0.245171 0.1 0.0 0.0 -0.20
C -2.718933 3.342352 0.118685 -0.1 0.0 0.0 0.02
C -2.357640 4.544741 -0.461777 0.0 0.0 0.0 -0.04
C -1.049091 4.708402 -0.885246 0.0 0.0 0.0 -0.04
C -0.161638 3.653674 -0.741703 -0.1 -0.2 0.0 -0.12
N -0.500485 2.485673 -0.194285 0.0 0.1 0.1 0.11
C 0.940849 0.322661 2.701469 0.3 0.1 -0.1 -0.25
C 1.552922 0.623358 3.913232 0.0 -0.1 -0.1 -0.04
C 0.839498 1.165255 4.972170 0.0 0.0 0.0 -0.69
Cl 1.664540 1.491556 6.463250 0.0 0.0 -0.1 0.65
N 1.686127 -0.138199 1.602215 -0.1 -0.2 -0.1 0.02
C 2.684674 -1.057464 1.811463 -0.2 0.1 0.1 -0.45
O 3.742264 -1.047037 1.199053 0.0 0.0 0.0 0.04
C 2.426643 -2.224884 2.760381 -0.2 0.0 0.0 -0.20
C 3.499079 -3.001181 3.174222 0.1 0.1 0.0 0.00
C 3.246279 -4.131097 3.934174 0.0 0.0 0.0 -0.06
C 1.935392 -4.447013 4.246720 0.0 0.0 0.0 -0.06
C 0.927623 -3.611480 3.784185 0.0 0.1 -0.1 -0.12
N 1.159839 -2.525003 3.053924 0.1 0.0 0.0 0.14
H -2.178706 1.405836 3.483058 0.0 0.0 0.0 0.11
H -3.723224 3.146463 0.470243 0.0 0.0 0.0 0.13
H -3.082683 5.341008 -0.579448 0.0 0.0 0.0 0.11
H -0.715584 5.638274 -1.327387 0.0 0.0 0.0 0.11
H 0.861132 3.747153 -1.072823 0.1 0.0 0.0 0.08
H 2.613319 0.433996 4.033259 0.0 0.1 0.0 0.12
H 4.501918 -2.711586 2.891238 0.0 0.0 0.0 0.12
H 4.061811 -4.757193 4.273751 0.0 0.0 0.0 0.11
H 1.693386 -5.323005 4.834437 0.0 0.0 0.0 0.10
H -0.114567 -3.824590 4.004294 0.1 0.0 0.0 0.11
N -2.302850 -2.271750 1.179726 0.2 0.0 -0.1 0.14
C -1.468444 -2.916792 0.357238 0.0 -0.1 0.1 -0.67
N -0.308561 -2.446395 -0.050523 0.2 0.0 -0.1 0.02
C 0.362192 -3.381691 -0.825900 0.0 0.2 0.0 -0.35
C -0.293868 -4.535136 -1.050976 0.0 -0.2 -0.1 -0.35
S -1.816429 -4.516040 -0.239242 -0.1 0.1 0.1 1.06
C 1.720839 -3.068310 -1.273281 -0.1 0.2 0.1 -0.33
C 2.622753 -3.962660 -1.724339 0.1 -0.1 -0.2 -0.34
S 4.117687 -3.177714 -2.053120 0.1 0.0 0.0 1.08
C 3.442766 -1.680504 -1.512339 -0.1 0.0 -0.1 -0.68
N 2.181408 -1.762259 -1.164345 0.3 0.0 0.2 0.01
N 4.189047 -0.539897 -1.509351 -0.2 -0.1 -0.2 0.10
H -2.041190 -1.311649 1.435301 0.0 0.0 0.1 0.06
H -3.233192 -2.609512 1.335680 -0.1 0.0 0.0 0.11
H 0.008665 -5.382571 -1.647488 0.0 0.1 0.1 0.08
H 2.512069 -5.025505 -1.870391 0.0 0.1 0.0 0.08
H 5.181558 -0.686780 -1.420467 0.0 0.0 0.0 0.10
H 3.851493 0.137554 -0.840960 0.0 0.0 0.1 0.07
O -5.854565 2.750664 -4.491384 0.0 0.1 0.0 0.11
C -5.414441 2.386433 -3.263176 0.0 -0.1 0.0 -0.48
O -6.069928 2.658449 -2.298029 0.0 0.0 0.1 0.12
C -4.113969 1.655439 -3.197293 0.0 0.1 -0.1 -0.14
C -3.119908 1.784612 -4.165608 0.1 0.0 -0.1 -0.03
C -1.883296 1.183102 -3.996415 0.0 0.0 0.1 -0.10
C -1.620178 0.415252 -2.857723 -0.1 0.2 0.0 -0.64
S -0.007003 -0.256722 -2.635866 0.0 0.0 0.2 0.67
C -2.650869 0.220785 -1.937233 0.0 -0.1 -0.2 -0.11
C -3.868706 0.859434 -2.085708 0.0 -0.1 0.1 0.00
H -5.279916 2.389380 -5.173669 0.0 -0.1 0.0 0.09
H -3.271845 2.403710 -5.045109 0.0 0.0 0.0 0.11
H -1.100381 1.319262 -4.733685 0.0 0.0 0.0 0.10
H -2.491418 -0.440889 -1.094774 0.0 0.0 0.0 0.09
H -4.638771 0.746420 -1.332420 0.0 0.0 0.0 0.13
Cl 4.480458 1.528544 -4.695561 0.0 -0.1 0.0 0.63
C 3.592955 2.841758 -3.920224 0.1 -0.1 0.1 -1.62
Cl 2.403908 3.514203 -5.031709 -0.1 0.0 -0.1 0.63
Cl 4.712163 4.106277 -3.387159 0.0 0.0 0.0 0.62
C 2.897441 2.314224 -2.741765 -0.2 -0.1 0.0 -0.37
N 2.320840 1.892248 -1.845254 0.3 0.1 0.1 0.20
```
Positions in Å, forces in eV/Å.

=====

no.,energy (Eh)
1,-741.24151
2,-2498.13033
3,-267.91546
4,-5749.71368